1.
A cluster of 2 separate species, C8H10N2O2 in total, computed with ωB97M-V with the def2-TZVPD basis set.

## Properties
- Gap between HOMO and LUMO: 8.62 eV
- Net charge: 0
- Energy above the lowest of the compared OMol25 structures with the same formula, charge and spin: 6.263 eV
- Highest occupied orbital energy: -0.3318 Ha

Each line ends with the Löwdin charge.
Atoms and positions in Å:
C1 -3.1145 -0.7733 0.3023  -0.076
C2 -2.0909 -1.6699 -0.0811  -0.125
C3 -2.7507 0.5346 0.4846  -0.118
C4 -0.8491 -1.3007 -0.2990  -0.074
C5 -1.4283 0.9748 0.4904  -0.095
C6 -0.4774 0.0607 0.0802  0.025
C7 1.9520 1.0557 -1.3987  -0.019
C8 1.6351 0.4013 -0.0494  -0.326
N1 1.9977 1.2190 1.0208  0.077
N2 2.1071 -0.9899 0.1002  -0.371
O1 2.1542 -1.3862 1.2842  0.049
O2 2.2405 -1.6812 -0.8738  0.089
H1 -4.1283 -1.2404 0.3662  0.121
H2 -2.4323 -2.6653 -0.1830  0.095
H3 -3.5134 1.2188 0.7759  0.093
H4 0.0177 -1.9574 -0.4906  0.101
H5 -1.2062 2.0520 0.6755  0.114
H6 1.3094 0.7694 -2.3328  0.126
H7 2.9239 0.6492 -1.6653  0.081
H8 1.9258 2.0418 -1.2920  0.020
H9 2.4538 0.7688 1.8395  0.111
H10 1.2742 1.9183 1.2459  0.102

---

2.
A structure of composition C8H10N2O2, computed with ωB97M-V with the def2-TZVPD basis set.

## Properties
- Gap between HOMO and LUMO (alpha / beta): 6.66 / 7.82 eV
- Spin multiplicity: 3
- Net charge: 0
- Energy above the lowest of the compared OMol25 structures with the same formula, charge and spin: 4.182 eV
- Highest occupied orbital energy (alpha / beta): -0.2665 / -0.3951 Ha

Each line ends with the Löwdin charge.
Atoms and positions in Å:
C1 -2.4405 0.6502 -0.0184  -0.150
C2 -1.5593 -1.0887 -1.5458  -0.045
C3 -0.4259 -1.2132 -1.0112  0.037
C4 -2.5867 -0.1934 -1.1236  -0.206
C5 2.8778 1.3698 1.6189  -0.118
C6 0.7621 -1.2574 -0.1915  -0.200
C7 2.0224 0.1750 1.3983  -0.323
C8 1.1945 0.1759 0.1576  -0.227
N1 -2.4699 1.2292 0.9785  0.209
N2 -3.7616 -0.2161 -1.7674  -0.340
O1 -3.7522 -1.0397 -2.7455  0.046
O2 -4.6843 0.4500 -1.4372  0.169
H1 -2.4723 -1.2025 -2.6440  0.162
H2 2.1895 2.1621 1.3443  0.077
H3 3.7581 1.4339 1.0309  0.064
H4 3.2084 1.5061 2.6447  0.077
H5 1.4762 -1.7641 -0.8452  0.114
H6 0.6242 -1.8590 0.7802  0.159
H7 2.7192 -0.7178 1.4785  0.129
H8 1.3165 0.0163 2.2157  0.115
H9 1.7585 0.6804 -0.7092  0.152
H10 0.2451 0.7030 0.3913  0.100

---

3.
An isolated molecule of C8H10N2O2S, computed with ωB97M-V with the def2-TZVPD basis set.

## Properties
- Gap between HOMO and LUMO (alpha / beta): 7.54 / 7.54 eV
- Net charge: 0
- Energy above the lowest of the compared OMol25 structures with the same formula, charge and spin: 3.487 eV
- Highest occupied orbital energy (alpha / beta): -0.3223 / -0.3223 Ha

Each line ends with the Löwdin charge.
Atoms and positions in Å:
C1 -2.6068 -1.0542 0.4853  -0.064
C2 -1.8061 -0.3023 -0.3276  -0.030
C3 -1.9544 -1.8770 1.4245  -0.104
C4 -0.4195 -0.2640 -0.1140  -0.166
C5 0.0774 -0.8466 1.1358  -0.373
C6 0.5121 0.4976 -0.8989  -0.287
C7 -0.1384 1.6849 -1.5911  -0.020
C8 1.7155 -0.1146 -1.5440  -0.042
N1 -0.6889 -1.6901 1.8262  0.125
N2 1.3233 -0.5584 1.5586  -0.048
O1 3.0946 1.3988 1.4645  -0.376
O2 0.7928 1.8419 2.1582  -0.379
S1 1.6868 1.1893 1.2183  0.732
H1 -3.6302 -1.2487 0.1289  0.112
H2 -2.2464 0.1718 -1.1988  0.113
H3 -2.5528 -2.4796 2.0462  0.092
H4 0.7998 2.2496 -1.9625  0.137
H5 -0.6671 2.1326 -0.8461  0.051
H6 -0.8643 1.1708 -2.2468  0.103
H7 2.6012 0.1548 -1.0947  0.047
H8 1.7589 0.1213 -2.6218  0.105
H9 1.5920 -1.1844 -1.5232  0.094
H10 1.6206 -0.9936 2.5232  0.179

---

4.
A structure of composition C8H10N2O8P2PbS4, computed with ωB97M-V with the def2-TZVPD basis set.

## Properties
- Gap between HOMO and LUMO: 6.96 eV
- Net charge: -2
- Energy above the lowest of the compared OMol25 structures with the same formula, charge and spin: 0.005 eV
- Highest occupied orbital energy: -0.0944 Ha

Each line ends with the Löwdin charge.
Atoms and positions in Å:
Pb1 -0.1737 1.1336 0.3734  0.851
C1 0.5101 -3.1095 -0.8176  -0.077
C2 1.7015 -2.4664 -1.5018  -0.599
O1 2.4555 -3.4844 -2.1767  -0.072
P1 1.1651 -1.2342 -2.7430  0.442
O2 2.5228 -0.6757 -3.3266  -0.137
O3 0.5904 -2.0727 -3.9933  -0.125
O4 0.1517 -0.2623 -2.2890  -0.355
P2 2.8416 -1.5624 -0.3572  0.293
O5 3.2353 -2.6567 0.7723  -0.140
O6 4.0492 -1.3389 -1.2300  -0.332
O7 2.1064 -0.4379 0.2826  -0.434
H1 -0.1283 -3.6102 -1.5486  0.084
H2 -0.0818 -2.3673 -0.2850  0.003
H3 0.8667 -3.8563 -0.1074  0.082
H4 3.3689 -3.1573 -2.1897  0.071
H5 3.2586 -0.7874 -2.6614  0.037
H6 -0.3536 -1.8775 -4.0464  0.075
H7 2.6955 -2.4755 1.5516  0.071
S1 -1.1620 0.8960 2.9116  0.422
C3 -2.0928 -0.4543 2.3626  -1.190
S2 -2.0472 -0.9064 0.6964  0.459
C4 -2.8828 -1.1667 3.2625  -0.426
C5 -3.6752 -2.2760 2.8639  -0.299
N1 -4.3276 -3.1892 2.5923  0.105
C6 -2.9424 -0.8402 4.6443  -0.300
N2 -3.0276 -0.6210 5.7749  0.105
C7 -1.0385 6.7078 0.1202  -0.162
O8 -1.7461 5.5304 -0.2347  -0.267
C8 -1.2340 4.3263 0.1139  -1.363
S3 0.2293 4.2237 0.9331  0.488
S4 -2.2181 3.0348 -0.3550  0.479
H8 -1.6554 7.5290 -0.2431  0.080
H9 -0.0541 6.7298 -0.3499  0.067
H10 -0.9073 6.7750 1.2009  0.066

---

5.
The ion C8H10N3 with charge +1, computed with ωB97M-V with the def2-TZVPD basis set.

## Properties
- Gap between HOMO and LUMO: 8.36 eV
- Net charge: +1
- Energy above the lowest of the compared OMol25 structures with the same formula, charge and spin: 2.016 eV
- SMILES: C=C1N2C=CC=CC2=N[N@H+]1C
- Highest occupied orbital energy: -0.4557 Ha

Each line ends with the Löwdin charge.
Atoms and positions in Å:
C1 -1.3850 -1.6542 0.3836  0.141
C2 -0.6592 -0.5549 0.4044  -0.208
N1 0.6811 -0.3481 0.3162  0.043
C3 1.6972 -1.2258 0.1249  -0.018
C4 2.9336 -0.7988 -0.1795  -0.022
C5 3.2092 0.6220 -0.0795  -0.025
C6 2.2509 1.4905 0.2010  0.025
C7 0.8971 1.0230 0.2694  -0.216
N2 -0.1593 1.7394 0.4907  0.139
N3 -1.2355 0.8620 0.5860  -0.057
C8 -2.1581 0.9847 -0.5420  0.020
H1 -2.4187 -1.7592 0.4465  0.068
H2 -1.0525 -2.6749 0.3091  0.087
H3 1.3058 -2.3153 0.1766  0.171
H4 3.8293 -1.3181 -0.3717  0.105
H5 4.2896 0.8064 -0.0882  0.136
H6 2.5392 2.4842 0.2739  0.110
H7 -1.8369 1.0888 1.3713  0.205
H8 -1.8009 0.6331 -1.5249  0.142
H9 -3.0539 0.5737 -0.4343  0.065
H10 -2.2136 2.0162 -0.6218  0.090

---

6.
A cluster of 2 separate species, C8H10N3O2S2 in total, computed with ωB97M-V with the def2-TZVPD basis set.

## Properties
- Gap between HOMO and LUMO: 6.86 eV
- Net charge: -1
- Energy above the lowest of the compared OMol25 structures with the same formula, charge and spin: 0.044 eV
- Highest occupied orbital energy: -0.1509 Ha

Each line ends with the Löwdin charge.
Atoms and positions in Å:
C1 2.1844 3.4681 1.2157  -0.113
C2 1.9770 2.9858 2.5135  -0.091
C3 1.8662 2.6435 0.1119  -0.020
C4 1.6734 1.5992 2.7273  -0.108
C5 1.5182 1.2934 0.2984  -0.348
C6 1.5103 0.8151 1.6418  -0.470
C7 0.7569 -0.7028 -0.2103  -0.601
C8 0.3346 -1.7610 -1.0741  -0.092
N1 -2.4840 -1.5341 -2.0272  -0.474
N2 1.0975 0.4752 -0.6671  0.091
N3 -3.0623 -0.8692 -0.8495  -0.176
O1 -2.9660 -2.5996 -4.2435  -0.567
O2 -4.3958 -3.5552 -2.2977  -0.421
S1 0.8763 -0.8411 1.5622  1.029
S2 -3.6555 -2.0534 -3.0649  0.743
H1 2.0850 4.5316 1.1932  0.083
H2 2.0159 3.5871 3.3559  0.062
H3 1.8985 3.2828 -0.8301  0.124
H4 1.3429 1.1783 3.6261  0.081
H5 -0.7872 -1.5536 -1.1955  0.059
H6 0.5142 -2.6999 -0.6345  0.062
H7 0.7088 -1.5369 -2.0451  0.085
H8 -4.3937 -4.2526 -2.9514  -0.031
H9 -3.4024 -1.6258 -0.1345  0.069
H10 -3.9646 -0.4425 -1.2638  0.026

---

7.
The ion C8H10N5 with charge +1, computed with ωB97M-V with the def2-TZVPD basis set.

## Properties
- Gap between HOMO and LUMO (alpha / beta): 6.66 / 6.66 eV
- Net charge: +1
- Energy above the lowest of the compared OMol25 structures with the same formula, charge and spin: 4.382 eV
- SMILES: N/C=N\C1=C=N/C=C\C=[NH+]/C/N=C\1
- Highest occupied orbital energy (alpha / beta): -0.4281 / -0.4281 Ha

Each line ends with the Löwdin charge.
Atoms and positions in Å:
N1 -4.0565 1.0597 -0.2014  0.114
C1 -3.7354 -0.1702 0.1862  -0.299
N2 -2.6782 -0.8364 0.1739  0.072
C2 -1.3835 -0.5693 -0.1411  -0.204
C3 -0.6189 0.4740 0.1544  0.036
N3 0.2505 1.2851 0.3770  0.145
C4 1.3576 1.9861 0.5194  -0.040
C5 2.6012 1.4811 0.0722  -0.045
C6 2.9845 0.2243 -0.4284  -0.028
N4 2.3201 -0.9562 -0.2837  0.046
C7 1.3381 -1.4187 0.6693  -0.262
N5 0.4516 -2.3710 0.1408  0.064
C8 -0.6019 -1.9393 -0.4111  -0.037
H1 -4.9564 1.5045 0.0998  0.137
H2 -3.2413 1.7568 -0.4221  0.156
H3 -4.6181 -0.8299 0.3666  0.150
H4 1.3958 2.8313 1.1014  0.112
H5 3.2021 2.3951 -0.0074  0.114
H6 3.9271 0.0798 -0.9783  0.144
H7 2.4966 -1.7269 -0.9596  0.173
H8 0.8974 -0.5977 1.2249  0.107
H9 2.0221 -2.0555 1.4360  0.182
H10 -1.2910 -2.7411 -0.9463  0.164

---

8.
The ion C8H10NO with charge +1, computed with ωB97M-V with the def2-TZVPD basis set.

## Properties
- Gap between HOMO and LUMO: 8.88 eV
- Net charge: +1
- Energy above the lowest of the compared OMol25 structures with the same formula, charge and spin: 5.768 eV
- Highest occupied orbital energy: -0.5007 Ha

Each line ends with the Löwdin charge.
Atoms and positions in Å:
C1 -0.5298 0.7561 0.4298  -0.129
C2 -0.4014 2.2001 0.7267  -0.118
C3 2.0090 -1.7228 -0.1848  -0.056
C4 0.5805 -0.1959 -0.3889  -0.275
C5 1.9077 0.3806 -0.8308  0.203
C6 -0.7614 0.3498 -0.9531  -0.006
C7 -1.0999 3.0695 0.0280  0.075
C8 -0.2273 -2.3407 0.5033  0.048
N1 0.8034 -1.4911 0.0410  -0.038
O1 2.7081 -0.7297 -0.7235  0.068
H1 -0.9614 0.0613 1.2310  0.162
H2 0.0408 2.4718 1.6151  0.087
H3 2.5994 -2.6484 0.0721  0.213
H4 -1.5760 -0.3126 -1.1282  0.126
H5 -0.5697 1.1592 -1.6541  0.133
H6 -1.3006 4.1704 0.2539  0.121
H7 -1.7811 2.7145 -0.6283  0.032
H8 -0.9294 -1.7912 1.0114  0.065
H9 -0.6922 -2.8620 -0.4076  0.159
H10 0.1813 -3.2390 0.9869  0.129

---

9.
The ion C8H10NO2 with charge +1, computed with ωB97M-V with the def2-TZVPD basis set.

## Properties
- Gap between HOMO and LUMO: 9.33 eV
- Net charge: +1
- Energy above the lowest of the compared OMol25 structures with the same formula, charge and spin: 4.702 eV
- Highest occupied orbital energy: -0.4813 Ha

Each line ends with the Löwdin charge.
Atoms and positions in Å:
C1 -1.5499 2.5283 0.4253  -0.075
C2 -2.2947 1.5076 0.8908  -0.091
C3 -0.3208 2.2728 -0.1554  -0.007
C4 -1.8568 0.1888 0.8622  -0.052
C5 0.2153 0.9560 -0.2807  -0.155
C6 -0.6190 0.0777 0.3112  0.046
C7 1.6296 0.3677 -0.6521  -0.080
C8 0.5936 -1.9059 -0.1467  -0.355
N1 1.6485 -1.0814 -0.8611  0.064
O1 0.1242 -2.7429 -1.1120  0.047
O2 1.0705 -2.5584 1.0334  0.031
H1 -1.8811 3.5612 0.4216  0.128
H2 -3.1758 1.6953 1.5180  0.129
H3 0.1133 3.1972 -0.4193  0.106
H4 -2.6121 -0.6577 1.2632  0.178
H5 2.0174 0.7470 -1.5983  0.134
H6 2.3119 0.6564 0.2208  0.167
H7 1.1584 -1.2194 -1.8269  0.217
H8 2.7226 -1.3747 -0.8508  0.254
H9 0.2236 -3.7157 -0.8668  0.175
H10 0.4813 -2.5000 1.8237  0.138

---

10.
A structure of composition C8H10NO2S2, computed with ωB97M-V with the def2-TZVPD basis set.

## Properties
- Gap between HOMO and LUMO: 7.90 eV
- Net charge: -1
- Energy above the lowest of the compared OMol25 structures with the same formula, charge and spin: 0.017 eV
- Highest occupied orbital energy: -0.1796 Ha

Each line ends with the Löwdin charge.
Atoms and positions in Å:
C1 2.7747 -1.7597 0.0463  -0.491
C2 0.8268 -1.2388 -0.9257  -0.455
C3 0.6916 -0.6457 0.2759  -0.388
C4 -2.0542 -0.6144 1.0066  -0.757
C5 -0.1776 -1.3380 -1.9857  -0.043
C6 0.4663 2.2866 -0.0581  -0.150
C7 -0.8387 1.5471 0.0193  -0.323
C8 -0.8473 0.4055 0.9799  -0.579
N1 2.0356 -1.8454 -0.9946  -0.014
O1 -2.5971 -0.7812 -0.0648  -0.014
O2 -2.2733 -1.1268 2.1227  -0.116
S1 2.0371 -0.8211 1.3446  0.940
S2 -0.4744 0.8235 2.6707  0.712
H1 3.8354 -2.0449 -0.0286  0.063
H2 0.0187 -0.5297 -2.5991  0.040
H3 -0.2933 -2.3738 -2.4684  0.110
H4 -1.1647 -1.0245 -1.5088  0.072
H5 0.3469 3.2134 -0.7116  0.085
H6 1.3111 1.7127 -0.5303  0.086
H7 0.6824 2.6763 0.8938  0.025
H8 -1.0647 1.2023 -1.0196  0.109
H9 -1.7370 2.2615 0.3580  0.157
H10 -1.5045 0.0152 3.1775  -0.070

---

11.
An isolated molecule of C8H10O, computed with ωB97M-V with the def2-TZVPD basis set.

## Properties
- Gap between HOMO and LUMO: 8.16 eV
- Net charge: 0
- Energy above the lowest of the compared OMol25 structures with the same formula, charge and spin: 5.604 eV
- SMILES: CC(C)(C)C1=CC1=C=O
- Highest occupied orbital energy: -0.2748 Ha

Each line ends with the Löwdin charge.
Atoms and positions in Å:
C1 0.4046 -1.2097 1.2496  -0.019
C2 0.2683 0.0651 0.4091  -0.540
C3 -0.9303 0.9343 0.9244  -0.020
C4 1.5350 0.9128 0.4625  -0.061
C5 0.1168 -0.3657 -1.0496  -0.110
C6 0.4454 -0.4475 -2.3226  0.126
C7 -0.8665 -0.8775 -1.9337  -0.161
C8 -2.0339 -0.4629 -1.7552  -0.198
O1 -3.2166 -0.5359 -1.5392  0.087
H1 0.0912 -2.0460 0.5432  0.119
H2 -0.3095 -1.1046 2.0527  0.071
H3 1.3389 -1.2221 1.7446  0.063
H4 -0.6753 1.9841 0.5355  0.099
H5 -1.7896 0.5210 0.3971  0.063
H6 -0.9801 1.1162 2.0609  0.117
H7 1.3964 1.8626 0.0397  0.057
H8 2.3648 0.4386 -0.1298  0.105
H9 1.8571 0.8997 1.5380  0.103
H10 0.9833 -0.4625 -3.2271  0.098